A 2-piece molecular cluster, C3H6N4Si overall. Source: the OMol25 dataset; level of theory: ωB97M-V/def2-TZVPD.

Summary:
Maximum force = 6.18 eV Å⁻¹
E_HOMO (alpha / beta) = -9.050 / -9.047 eV
Energy above the lowest of the compared OMol25 structures with the same formula, charge and spin = 4.4938 eV
E_tot = -17039.3851 eV
Kohn-Sham gap (alpha / beta) = 7.2 / 7.2 eV

Geometry as ORCA input:
```
! wB97M-V def2-TZVPD RIJCOSX def2/J DEFGRID3
* xyz 0 1
C 0.58 -1.27 -0.60
C 0.23 -2.44 -1.28
C -0.47 -0.68 0.09
N -1.04 -2.74 -1.34
N -1.63 -1.16 0.06
N -1.93 -2.19 -0.76
N 0.10 1.24 1.55
Si 0.42 2.63 0.69
H 1.65 -1.00 -0.46
H 1.07 -3.06 -1.67
H -0.69 1.16 2.20
H 1.01 3.67 1.76
H 1.41 2.40 -0.46
H -0.72 3.43 0.24
*
```